(1)
This record from OMol25 describes an isolated ion of composition C11H9N2O and charge +1. The level of theory is ωB97M-V with the def2-TZVPD basis set.

CARTESIAN COORDINATES (ANGSTROEM)
C 2.390 -0.679 1.516
C -0.388 -1.040 -2.425
C 2.265 -1.221 0.230
C 0.728 -1.566 -1.764
C 1.392 0.101 2.097
C -1.336 -0.354 -1.740
C 1.095 -0.927 -0.547
C 0.258 0.508 1.356
C 0.172 -0.059 0.080
C -0.993 1.365 1.507
C -1.909 0.962 0.349
N -1.094 0.108 -0.487
N -1.780 2.349 -0.155
O -0.753 2.613 0.773
H 3.269 -1.050 2.225
H -0.664 -1.491 -3.344
H 2.931 -1.838 -0.276
H 1.303 -2.435 -2.279
H 1.250 0.377 3.150
H -2.399 -0.195 -2.138
H -1.417 1.557 2.462
H -2.968 0.571 0.440
H -1.352 2.342 -1.029

Calculated values
- max |F| (hartree/bohr) = 0.07036
- LUMO (eV) = -5.2
- SMILES string = c1cc2c3c(c1)ccc[n+]3[C@@H]1NO[C@H]21
- net charge = +1
- DFT total energy (eV) = -16570.57599
- gap between HOMO and LUMO (eV) = 7.41
- energy above the lowest of the compared OMol25 structures with the same formula, charge and spin (eV) = 0.2383


(2)
This record from OMol25 describes a 6-piece molecular cluster, C15H24Cl2FNO22S6 overall. The level of theory is ωB97M-V with the def2-TZVPD basis set.

CARTESIAN COORDINATES (ANGSTROEM)
C 0.767 5.209 1.404
C -0.056 4.385 1.016
N -0.979 3.542 0.307
C -0.358 2.758 -0.761
Cl -0.415 0.942 -0.571
C 0.261 3.243 -1.897
C 0.409 4.788 -2.150
Cl 0.937 2.122 -3.134
S -2.415 4.354 -0.181
O -2.979 3.818 -1.439
O -3.416 4.076 0.872
F -2.273 5.997 -0.244
H 1.370 6.094 1.747
H 0.503 4.997 -3.271
H 1.379 5.138 -1.671
H -0.451 5.420 -1.785
C -5.190 1.500 -2.739
C -6.365 2.114 -3.479
O -6.141 1.797 -4.854
S -5.386 0.368 -4.952
O -6.363 -0.640 -5.203
O -4.221 0.529 -5.756
O -4.935 0.259 -3.401
H -4.297 2.124 -2.828
H -5.409 1.331 -1.685
H -6.429 3.192 -3.337
H -7.309 1.651 -3.175
C 2.771 -3.478 1.108
C 2.234 -2.233 1.790
O 2.187 -1.240 0.761
S 1.872 -1.959 -0.652
O 0.471 -1.846 -0.910
O 2.865 -1.556 -1.592
O 2.177 -3.479 -0.192
H 3.857 -3.427 0.987
H 2.511 -4.389 1.647
H 2.866 -1.905 2.614
H 1.215 -2.388 2.154
C -2.992 -1.996 1.130
C -2.852 -0.716 1.935
O -2.566 -1.150 3.268
S -1.718 -2.525 3.205
O -0.332 -2.204 3.343
O -2.369 -3.494 4.020
O -1.997 -2.878 1.653
H -3.971 -2.456 1.285
H -2.834 -1.831 0.064
H -3.756 -0.109 1.913
H -2.005 -0.120 1.585
C 2.605 3.806 5.314
C 4.020 3.262 5.407
O 4.581 3.470 4.109
S 3.944 4.811 3.466
O 4.849 5.890 3.687
O 3.425 4.490 2.177
O 2.705 4.973 4.496
H 1.940 3.095 4.816
H 2.196 4.060 6.292
H 4.043 2.206 5.671
H 4.616 3.830 6.127
C 2.813 -6.098 -3.264
C 3.337 -7.458 -3.691
O 3.821 -8.060 -2.490
S 2.920 -7.555 -1.243
O 1.933 -8.547 -0.974
O 3.791 -7.038 -0.240
O 2.197 -6.314 -1.994
H 3.629 -5.383 -3.130
H 2.091 -5.694 -3.974
H 4.133 -7.384 -4.431
H 2.533 -8.086 -4.083

Calculated values
- max |F| (hartree/bohr) = 0.14318
- LUMO (eV) = -1.1
- SMILES string = C#CN(/C(Cl)=C(\C)Cl)S(=O)(=O)F.O=S1(=O)OCCO1.O=S1(=O)OCCO1.O=S1(=O)OCCO1.O=S1(=O)OCCO1.O=S1(=O)OCCO1
- net charge = 0
- DFT total energy (eV) = -155242.92300
- gap between HOMO and LUMO (eV) = 8.99